[1]
This record from the OMol25 dataset describes C6H9N in the gas phase. The level of theory is ωB97M-V with the def2-TZVPD basis set.

Last column: natural (NBO) charge in e.
Geometry (Å):
C  -1.4372  2.0209  -0.1449  -0.647
C  -0.5534  0.8915  0.2828  -0.051
C  -0.7178  -0.0948  1.2031  -0.254
C  0.2598  -1.9864  -0.1967  -0.567
C  0.5285  -0.9280  0.9859  -0.355
C  1.4245  -0.1928  0.0862  0.163
N  0.7248  0.7830  -0.4079  -0.472
H  -2.2682  2.0753  0.5610  0.249
H  -1.8587  1.8693  -1.1486  0.203
H  -0.9192  2.9897  -0.1429  0.200
H  1.1533  -2.4100  -0.6855  0.200
H  -0.3642  -1.5218  -0.9686  0.223
H  -0.2828  -2.7941  0.2746  0.237
H  0.9469  -1.4623  1.8450  0.245
H  2.3936  -0.5033  -0.2773  0.216
H  0.9702  1.2639  -1.2659  0.412

Atomic forces in eV per Å
-0.084 0.042 0.013
-0.198 -0.063 0.104
0.266 0.037 -0.655
-0.312 -0.412 0.168
0.198 -0.357 -0.271
0.056 0.490 0.006
0.235 0.026 0.145
0.100 0.006 -0.120
0.063 0.019 0.137
-0.062 -0.140 0.025
-0.212 0.124 0.435
0.060 -0.113 0.300
-0.247 -0.232 -0.070
0.043 0.181 -0.303
-0.007 0.217 -0.145
0.101 0.175 0.233

Summary:
- Spin multiplicity: 1
- Energy above the lowest of the compared OMol25 structures with the same formula, charge and spin: 379.5 kJ/mol
- Orbital gap: 0.2872 Eh
- LUMO: 0.58 eV
- Highest occupied orbital energy: -7.2 eV
- Largest force on an atom: 0.708 eV/Å



[2]
This record from the OMol25 dataset describes a molecular structure, C6H9N in a non-equilibrium geometry. The level of theory is ωB97M-V with the def2-TZVPD basis set.

Last column: natural (NBO) charge in e.
Geometry (Å):
C  1.7798  0.8328  0.1194  -0.261
C  1.0515  -0.4081  0.2930  -0.104
C  -0.3927  -0.3709  0.8267  -0.281
C  -1.0345  -1.3813  -0.0758  -0.368
C  -0.4431  0.2308  -1.1921  0.034
C  -1.0174  0.8072  0.0818  -0.465
N  1.0051  0.0334  -1.0788  -0.423
H  2.8757  0.8008  0.2511  0.217
H  1.3591  1.7975  0.3795  0.201
H  1.6246  -1.3257  0.3936  0.207
H  -0.3975  -0.4296  1.9156  0.216
H  -0.6997  -2.4310  0.0976  0.201
H  -2.0992  -1.3504  -0.2756  0.194
H  -0.7820  0.6245  -2.1729  0.208
H  -0.7174  1.8177  0.3607  0.204
H  -2.1124  0.7523  0.0761  0.220

Atomic forces in eV per Å
-0.402 0.154 -0.646
-0.018 -0.364 0.929
0.163 0.107 0.231
0.221 0.402 -1.040
-0.135 -0.560 0.206
0.164 0.203 0.164
0.690 0.372 0.603
-0.617 -0.046 -1.062
-0.166 -0.268 0.106
-0.074 -0.019 0.505
-0.396 -0.204 0.042
0.171 0.701 -0.994
-0.091 0.162 0.416
0.138 -0.731 0.507
0.071 0.066 -0.097
0.281 0.026 0.129

Summary:
- Spin multiplicity: 1
- Energy above the lowest of the compared OMol25 structures with the same formula, charge and spin: 468.1 kJ/mol
- Orbital gap: 0.3514 Eh
- LUMO: 1.08 eV
- Highest occupied orbital energy: -8.5 eV
- Largest force on an atom: 1.229 eV/Å